Here is a cluster of 2 separate species, C3H10N2O in total in a non-equilibrium geometry from the OMol25 dataset. Energies are from ωB97M-V/def2-TZVPD.

Each atom is followed by the atoms it is bonded to, with distances in Å.
Cartesian coordinates (Å):
1 C 0.863 -1.889 1.151  N2 1.263, H4 1.097, H5 1.117
2 N 1.884 -1.203 0.864  C1 1.263, C3 1.534
3 C 1.721 0.302 1.110  N2 1.534, H6 1.115, H7 1.087, H8 1.076
4 H 0.829 -2.747 1.833  C1 1.097
5 H -0.213 -1.753 0.885  C1 1.117
6 H 1.189 0.760 0.244  C3 1.115
7 H 1.160 0.496 2.019  C3 1.087
8 H 2.701 0.743 1.179  C3 1.076
9 N -1.610 -0.027 -0.433  C10 1.440, H12 1.015, H13 1.016
10 C -1.351 0.949 -1.460  N9 1.440, O11 1.458, H14 1.107, H15 1.108
11 O -0.183 0.747 -2.310  C10 1.458, H16 0.962
12 H -1.552 0.500 0.433  N9 1.015
13 H -2.591 -0.288 -0.452  N9 1.016
14 H -1.149 2.004 -1.196  C10 1.107
15 H -2.219 0.947 -2.150  C10 1.108
16 H 0.520 0.460 -1.718  O11 0.962

Summary:
DFT total energy, eV: -8297.802
Strongest force on any atom, eV/Å: 3.09
SMILES: C=NC.NCO
LUMO energy, Ha: 0.020
Frontier orbital gap, eV: 9.16